# 1
{
  "formula": "C49H37BrCl3N6O4P2Rb",
  "method": "wB97M-V/def2-TZVPD",
  "orbital_gap_ev": 5.51,
  "total_energy_ev": -195391.8985,
  "total_charge": -2,
  "elements": ["Rb", "Cl", "C", "C", "C", "N", "C", "O", "C", "C", "C", "C", "C", "N", "C", "C", "C", "Cl", "N", "C", "O", "C", "C", "C", "C", "C", "N", "H", "H", "H", "H", "H", "H", "H", "H", "H", "H", "N", "P", "C", "C", "C", "C", "C", "C", "C", "C", "C", "C", "C", "C", "P", "C", "C", "C", "C", "C", "C", "C", "C", "C", "C", "C", "C", "H", "H", "H", "H", "H", "H", "H", "H", "H", "H", "H", "H", "H", "H", "H", "H", "H", "H", "H", "H", "H", "Br", "C", "C", "C", "N", "C", "C", "H", "H", "H", "H", "Cl", "C", "C", "O", "O", "H", "H"],
  "positions_angstrom": [[-0.271, -1.148, -1.244], [-6.776, -3.952, 0.436], [-5.116, -3.521, 0.743], [-4.643, -2.285, 0.317], [-3.323, -1.899, 0.531], [-2.911, -0.612, 0.331], [-3.073, 0.098, -0.738], [-2.784, 1.330, -0.754], [-3.444, -0.603, -2.019], [-4.408, -0.108, -2.894], [-4.685, -0.820, -4.047], [-3.997, -1.999, -4.288], [-3.059, -2.410, -3.355], [-2.791, -1.738, -2.254], [-2.415, -2.831, 1.120], [-2.933, -4.049, 1.579], [-4.264, -4.383, 1.405], [-4.842, -5.905, 2.028], [-1.083, -2.622, 1.072], [-0.243, -2.804, 2.065], [-0.478, -2.796, 3.286], [1.176, -3.074, 1.621], [2.070, -3.524, 2.598], [3.356, -3.863, 2.239], [3.712, -3.761, 0.902], [2.747, -3.343, -0.001], [1.517, -3.002, 0.339], [-5.317, -1.591, -0.169], [-4.910, 0.819, -2.660], [-5.423, -0.464, -4.752], [-4.173, -2.576, -5.182], [-2.492, -3.328, -3.488], [-2.262, -4.746, 2.058], [1.716, -3.587, 3.616], [4.065, -4.209, 2.982], [4.705, -4.023, 0.563], [2.959, -3.292, -1.062], [0.302, 0.838, 1.829], [1.593, 0.212, 0.982], [2.700, -0.263, 2.361], [2.214, -0.572, 3.628], [3.086, -0.935, 4.640], [4.447, -1.013, 4.395], [4.932, -0.763, 3.120], [4.063, -0.393, 2.112], [2.514, 1.758, 0.511], [2.676, 2.057, -0.835], [3.267, 3.248, -1.223], [3.691, 4.158, -0.269], [3.522, 3.870, 1.076], [2.931, 2.682, 1.462], [-1.072, 1.175, 0.735], [-0.623, 2.973, 0.533], [-0.353, 3.448, -0.743], [0.087, 4.747, -0.944], [0.274, 5.590, 0.139], [0.020, 5.125, 1.420], [-0.417, 3.827, 1.613], [-2.233, 1.385, 2.134], [-2.201, 0.431, 3.148], [-3.031, 0.544, 4.247], [-3.910, 1.611, 4.347], [-3.962, 2.554, 3.333], [-3.130, 2.441, 2.232], [0.495, 1.411, 2.649], [1.150, -0.549, 3.822], [2.701, -1.170, 5.624], [5.131, -1.276, 5.192], [5.990, -0.856, 2.914], [4.438, -0.186, 1.117], [2.315, 1.354, -1.574], [3.379, 3.475, -2.273], [4.140, 5.098, -0.570], [3.836, 4.583, 1.829], [2.798, 2.455, 2.514], [-0.496, 2.781, -1.582], [0.296, 5.101, -1.946], [0.610, 6.609, -0.012], [0.168, 5.784, 2.267], [-0.611, 3.477, 2.619], [-1.536, -0.415, 3.060], [-2.990, -0.204, 5.029], [-4.560, 1.704, 5.210], [-4.653, 3.386, 3.407], [-3.182, 3.180, 1.445], [3.366, 0.760, -6.647], [2.798, -0.412, -5.282], [3.310, -0.284, -4.005], [2.949, -1.248, -3.076], [2.210, -2.308, -3.357], [1.742, -2.415, -4.591], [2.011, -1.506, -5.602], [3.945, 0.545, -3.731], [3.306, -1.174, -2.058], [1.140, -3.295, -4.793], [1.597, -1.625, -6.592], [-2.239, 0.930, -5.484], [-1.275, 1.620, -4.186], [0.145, 0.965, -4.207], [0.848, 1.205, -5.196], [0.427, 0.274, -3.219], [-1.784, 1.419, -3.243], [-1.210, 2.691, -4.380]],
  "forces_ev_per_a": [[0.30, -1.01, -0.05], [-0.18, 0.04, -0.03], [0.09, 0.07, -0.05], [0.02, -0.14, 0.13], [-0.29, -0.66, 0.37], [0.01, 0.18, -0.09], [-0.30, -0.49, 0.25], [-0.35, 0.55, -0.63], [-0.37, 0.29, -0.37], [0.14, -0.02, 0.15], [0.00, -0.16, 0.11], [-0.07, 0.02, 0.03], [-0.10, -0.21, -0.34], [-0.12, -0.05, 0.02], [-0.95, -0.36, 0.11], [0.04, 0.28, 0.00], [-0.09, 0.03, -0.07], [-0.01, -0.20, 0.05], [0.98, 0.24, -0.37], [-0.72, 0.24, -0.26], [0.08, -0.14, 0.54], [0.39, -0.48, 0.44], [-0.10, 0.07, 0.00], [0.04, -0.04, -0.12], [-0.02, -0.08, 0.05], [0.45, -0.05, -0.17], [-0.39, 0.00, 0.03], [-0.07, 0.00, 0.06], [0.01, 0.09, 0.00], [-0.04, 0.06, -0.05], [-0.01, -0.07, -0.07], [-0.04, 0.00, -0.11], [0.01, -0.05, 0.05], [-0.04, 0.04, 0.01], [0.03, 0.03, 0.01], [0.06, 0.00, -0.06], [0.10, 0.02, -0.14], [-0.35, -0.20, 0.17], [0.86, 0.71, 0.26], [-0.07, -0.18, -0.05], [-0.04, 0.15, -0.04], [0.12, -0.01, 0.17], [0.05, -0.10, 0.13], [0.17, 0.00, -0.02], [-0.08, 0.04, -0.03], [-0.01, -0.26, -0.07], [0.06, -0.21, 0.16], [0.12, 0.18, -0.16], [0.06, 0.02, -0.13], [0.00, 0.08, 0.21], [0.11, -0.02, -0.01], [1.04, 0.93, 1.09], [-0.18, -0.04, -0.17], [-0.17, -0.06, 0.03], [0.06, 0.17, -0.09], [-0.05, 0.11, -0.12], [0.02, 0.12, 0.13], [-0.03, 0.08, -0.02], [-0.14, 0.02, 0.07], [-0.03, 0.00, -0.04], [-0.02, -0.02, 0.15], [-0.12, 0.04, 0.14], [-0.16, 0.10, 0.12], [0.00, -0.10, -0.12], [-0.06, -0.03, -0.12], [-0.11, -0.01, -0.05], [-0.04, 0.01, 0.02], [0.01, -0.05, 0.02], [0.05, 0.02, 0.00], [0.08, 0.02, -0.04], [-0.07, -0.04, -0.20], [0.00, 0.01, -0.12], [0.00, -0.02, -0.02], [0.02, 0.05, 0.03], [0.00, 0.05, 0.06], [-0.01, -0.06, -0.12], [0.00, -0.03, -0.02], [0.04, 0.00, -0.01], [0.01, -0.03, 0.05], [-0.03, -0.01, 0.06], [0.07, -0.17, 0.03], [-0.01, -0.06, -0.01], [-0.02, 0.00, 0.01], [0.00, 0.00, -0.03], [0.02, 0.02, -0.09], [0.13, 0.05, -0.12], [0.46, -0.43, 0.05], [-0.07, -0.05, -0.13], [0.34, 0.14, -0.19], [-0.13, -0.24, 0.43], [0.01, 0.03, -0.37], [-0.07, 0.07, 0.13], [-0.03, 0.05, 0.02], [0.05, 0.08, 0.20], [-0.06, 0.03, -0.06], [0.00, -0.01, 0.00], [-0.53, -0.24, -0.73], [0.70, 0.08, 0.53], [-0.62, 0.82, -0.41], [-0.12, 0.42, -0.37], [0.22, -0.10, 0.36], [-0.01, 0.09, -0.07], [0.05, -0.07, 0.09]]
}

=====

# 2
{
  "formula": "C8H10N2O3",
  "method": "wB97M-V/def2-TZVPD",
  "orbital_gap_ev": 10.01,
  "total_energy_ev": -17558.1835,
  "total_charge": 2,
  "de_lowest_kcal_mol": 5.2,
  "elements": ["C", "C", "C", "C", "C", "C", "C", "C", "N", "N", "O", "O", "O", "H", "H", "H", "H", "H", "H", "H", "H", "H", "H"],
  "positions_angstrom": [[1.402, 1.673, -1.783], [1.418, -2.070, -1.595], [-1.888, 0.450, -0.946], [-2.348, -0.680, -0.056], [0.460, 1.025, 1.727], [0.830, -0.387, 1.440], [-0.467, 0.692, -0.325], [0.008, -0.726, 0.148], [0.451, 1.230, -1.364], [0.766, -1.460, -0.878], [-1.137, -1.381, 0.429], [-0.354, 1.476, 0.703], [2.192, -0.603, 1.058], [2.044, 2.298, -2.369], [2.235, -2.556, -2.139], [-1.930, 0.349, -1.968], [-2.567, 1.383, -0.906], [-2.881, -0.389, 0.803], [-3.045, -1.338, -0.640], [-0.062, 0.894, 2.614], [1.386, 1.546, 1.924], [0.634, -1.078, 2.300], [2.851, -0.348, 1.824]],
  "forces_ev_per_a": [[0.00, 1.24, -1.25], [0.12, 0.72, 1.18], [-0.18, 2.81, 3.24], [-0.66, -1.29, -1.83], [1.56, -1.42, 0.70], [2.01, -2.76, -0.68], [-1.01, -1.36, -2.63], [-1.09, 0.36, 0.90], [0.29, -0.77, 0.54], [0.99, -0.78, -0.89], [-0.85, -0.17, -0.31], [-1.42, 2.52, 0.91], [1.72, 1.20, 1.76], [0.78, 0.00, -0.05], [-0.67, -0.07, -0.06], [0.69, -1.28, -2.44], [1.14, -1.19, 0.83], [-0.46, 0.62, 1.12], [1.05, 0.04, 0.68], [-1.49, 1.00, 1.70], [-0.07, 0.90, -0.35], [-0.46, 0.48, -0.98], [-1.99, -0.79, -2.08]]
}

=====

# 3
{
  "formula": "C14H19N3OS",
  "method": "wB97M-V/def2-TZVPD",
  "orbital_gap_ev": 8.66,
  "total_energy_ev": -32179.4220,
  "de_lowest_kcal_mol": 33.7,
  "elements": ["C", "C", "C", "C", "O", "C", "C", "C", "C", "C", "C", "H", "H", "C", "H", "H", "S", "C", "N", "N", "C", "N", "C", "H", "H", "H", "H", "H", "H", "H", "H", "H", "H", "H", "H", "H", "H", "H"],
  "positions_angstrom": [[1.490, 1.196, 5.175], [-0.022, 1.371, 5.269], [-0.694, 1.536, 3.907], [-0.371, 2.878, 3.245], [-1.067, 3.057, 2.029], [-0.640, 2.418, 0.905], [-1.445, 2.594, -0.224], [-1.103, 2.016, -1.426], [0.053, 1.249, -1.544], [0.845, 1.070, -0.421], [0.511, 1.645, 0.793], [1.161, 1.484, 1.639], [1.736, 0.466, -0.495], [0.407, 0.612, -2.845], [1.433, 0.251, -2.859], [0.224, 1.282, -3.684], [-0.665, -0.847, -3.194], [0.113, -2.032, -2.207], [1.252, -1.848, -1.568], [1.462, -3.041, -0.970], [0.452, -3.886, -1.274], [-0.408, -3.274, -2.051], [0.367, -5.282, -0.791], [1.228, -5.855, -1.132], [-0.540, -5.732, -1.182], [0.342, -5.307, 0.297], [2.279, -3.183, -0.399], [-1.740, 2.154, -2.288], [-2.336, 3.193, -0.126], [-0.721, 3.695, 3.884], [0.707, 2.999, 3.092], [-1.779, 1.478, 4.027], [-0.393, 0.721, 3.246], [-0.447, 0.492, 5.758], [-0.250, 2.238, 5.893], [1.908, 1.005, 6.160], [1.736, 0.354, 4.531], [1.966, 2.088, 4.775]],
  "forces_ev_per_a": [[-0.20, 0.06, 0.12], [0.06, -0.08, -0.23], [0.00, 0.26, 0.00], [0.09, -0.27, 0.31], [-0.15, 0.04, -0.24], [0.00, -0.06, -0.24], [-0.01, 0.04, 0.18], [0.15, -0.03, 0.13], [0.13, 0.06, 0.13], [-0.05, 0.09, -0.24], [-0.08, 0.19, 0.37], [0.03, 0.01, 0.12], [0.05, -0.03, -0.01], [-0.31, -0.57, -0.06], [0.03, 0.15, -0.09], [0.08, -0.04, -0.02], [-0.08, 0.46, -0.39], [0.74, -0.20, 0.53], [0.14, 0.50, -0.15], [-0.43, -0.29, -0.17], [0.37, 0.25, 0.13], [-0.42, -0.28, -0.12], [0.03, -0.08, 0.05], [0.00, -0.09, 0.01], [-0.01, -0.04, 0.01], [-0.02, -0.08, 0.04], [-0.13, -0.02, -0.08], [-0.10, 0.04, -0.09], [-0.11, 0.08, 0.01], [0.11, -0.08, -0.04], [-0.07, 0.05, 0.00], [-0.01, -0.01, -0.07], [-0.04, -0.04, -0.02], [-0.04, 0.07, 0.07], [-0.07, -0.01, 0.10], [0.13, -0.01, 0.05], [0.08, -0.08, -0.08], [0.13, 0.06, -0.05]]
}

=====

# 4
{
  "formula": "C3H6N2O",
  "method": "wB97M-V/def2-TZVPD",
  "orbital_gap_ev": 11.06,
  "total_energy_ev": -8234.9160,
  "de_lowest_kcal_mol": 41.1,
  "elements": ["N", "C", "C", "O", "C", "N", "H", "H", "H", "H", "H", "H"],
  "positions_angstrom": [[-1.368, -0.759, 0.509], [-0.624, -0.006, -0.531], [0.706, 0.476, 0.135], [1.148, -0.362, 1.195], [1.765, 0.531, -0.908], [2.488, 0.546, -1.811], [-1.198, -0.328, 1.391], [-2.379, -0.795, 0.422], [-0.419, -0.696, -1.365], [-1.160, 0.870, -0.953], [0.603, 1.503, 0.536], [0.438, -0.981, 1.381]],
  "forces_ev_per_a": [[0.04, 0.16, -0.49], [-0.33, -0.29, 0.18], [0.28, 0.09, -0.09], [0.14, 0.44, -0.36], [0.26, -0.07, -0.87], [-0.61, 0.06, 0.99], [-0.22, 0.52, 0.76], [0.27, 0.04, -0.49], [0.06, 0.30, 0.33], [0.30, -0.38, 0.34], [-0.15, -0.39, -0.20], [-0.02, -0.48, -0.10]]
}